(1)
Density functional theory data (the ωB97M-V functional and the def2-TZVPD basis) for one molecule with the formula C8H13ClN2O at a distorted geometry.

Atoms and positions in Å:
C  -0.712025  -2.137109  1.446273
C  -0.496657  -1.192759  0.555532
N  0.629102  -0.690195  -0.039867
C  1.959266  -1.229339  0.153268
C  2.715297  -0.475829  1.242926
C  0.407167  0.366462  -0.874292
O  1.255376  0.909634  -1.537931
C  -1.064280  0.777435  -0.776547
C  -1.095575  2.030474  0.112428
C  -1.645783  1.069995  -2.158389
N  -1.715576  -0.389889  -0.216688
Cl  -3.052399  -0.110335  0.832905
H  -1.706562  -2.393392  1.754364
H  0.103634  -2.682242  1.886794
H  2.486749  -1.123044  -0.798936
H  1.869458  -2.289955  0.400154
H  3.698581  -0.917350  1.377029
H  2.840941  0.565902  0.952242
H  2.177278  -0.515774  2.187780
H  -2.095707  2.455275  0.128053
H  -0.404014  2.770614  -0.282232
H  -0.801520  1.784411  1.131619
H  -1.722694  0.148099  -2.727892
H  -0.993203  1.762367  -2.683181
H  -2.636854  1.506544  -2.065410

Cartesian forces, eV/Å:
C 0.2964 -0.0432 0.0557
C -3.3152 1.7802 -1.5486
N 0.1044 -0.2242 -0.0240
C 0.3712 -0.0011 0.1034
C -0.1320 -0.0615 -0.1724
C -0.3268 0.0662 -0.1169
O 0.0414 0.0768 -0.0283
C -0.1163 0.9563 -0.3619
C 0.0695 -0.1368 -0.0713
C 0.2560 -0.0229 0.1564
N 2.6862 -2.5588 1.9846
Cl 0.2016 0.0382 -0.1283
H -0.2500 0.0525 -0.0106
H 0.1965 -0.0526 0.0650
H -0.1041 -0.1064 0.1048
H -0.0286 0.0909 -0.1132
H 0.1238 -0.0230 0.0684
H 0.0087 0.0335 0.0143
H -0.0141 -0.0130 0.0846
H -0.0558 0.0135 0.0355
H 0.0368 0.0505 -0.0699
H 0.0179 0.0100 0.0920
H 0.0169 -0.0620 -0.0786
H 0.0114 0.1032 -0.0780
H -0.0958 0.0334 0.0373

The SMILES is C=C1N(CC)C(=O)C(C)(C)N1Cl. The value obtained for the LUMO energy is 0.789 eV. The orbital gap comes out at 9.6 eV. The relative energy (zero: lowest compared OMol25 entry of this formula, charge and spin) comes out at 0.000 eV. The HOMO energy comes out at -8.8 eV.

---

(2)
Density functional theory data (the ωB97M-V functional and the def2-TZVPD basis) for an isolated ion of composition C5H5IN5O4 and charge -1 at a distorted geometry.

Atoms and positions in Å:
O  2.101959  -2.868761  1.009352
C  1.016617  -2.544116  0.613415
O  0.083056  -3.061094  0.027978
N  0.674244  -1.017202  0.902952
C  1.584723  -0.131161  1.308831
C  1.498829  1.228666  1.208136
C  0.495686  1.967212  0.536226
N  0.661362  3.384459  0.507047
O  1.456512  3.892094  1.294276
O  0.013905  4.044201  -0.292679
N  -0.555587  1.596013  -0.158411
N  -0.848821  0.336829  -0.378454
C  -2.213176  0.127242  -1.019103
I  -3.874301  0.115787  0.384007
N  -0.602457  -0.699331  0.572038
H  2.463926  -0.604459  1.723838
H  2.294175  1.817142  1.638561
H  -2.374015  0.964445  -1.688896
H  -2.213132  -0.834405  -1.516001
H  -0.957260  -1.604033  0.188424

Cartesian forces, eV/Å:
O 1.1614 -0.4115 0.4764
C -0.2912 1.4576 0.1496
O -0.8622 -0.8001 -0.5386
N 0.5929 -0.6518 -0.2512
C -0.2693 -0.0337 -0.2438
C 0.3511 0.0370 0.3081
C -1.1950 -2.1095 -0.5334
N -0.0670 1.9069 -0.1182
O -0.1365 -0.1589 -0.1460
O 0.2479 -0.0782 0.2179
N 0.4237 0.8367 0.4689
N -1.6083 -0.9666 -1.6984
C 2.2715 0.6259 1.1652
I 0.0835 0.0438 -0.0987
N -0.9236 -0.0859 0.7434
H 0.0151 0.0093 -0.0828
H -0.0146 -0.1000 0.0129
H 0.0079 -0.0965 0.0922
H -0.0555 -0.0427 0.0212
H 0.2681 0.6181 0.0556

As for the charge: -1. The SMILES is O=C([O-])n1ccc([N+](=O)[O-])nn(CI)[nH]1. The value obtained for the LUMO energy is 2.380 eV. The orbital gap comes out at 7.0 eV. The HOMO energy comes out at -4.6 eV.

---

(3)
Density functional theory data (the ωB97M-V functional and the def2-TZVPD basis) for a 2-piece molecular cluster, C31H35BNO overall at a distorted geometry.

Atoms and positions in Å:
C  -3.278175  11.340647  6.787066
C  -4.623662  10.828590  6.285332
N  -5.435836  10.084950  7.333971
C  -5.588956  10.932265  8.550387
C  -6.146599  12.185420  8.437898
C  -6.505653  12.900861  9.589541
C  -6.324202  12.328434  10.841232
C  -5.748465  11.059351  10.944627
C  -5.342608  10.373639  9.791085
C  -6.813589  9.897678  6.746663
C  -7.841321  9.492172  7.763919
C  -6.793061  8.854102  5.662819
B  -4.759693  8.790516  7.859382
H  -4.201389  7.584616  6.255839
H  -2.646928  11.544367  5.908457
H  -3.407976  12.290252  7.311886
H  -2.777497  10.618262  7.438647
H  -5.231222  11.680292  5.923113
H  -4.470419  10.152740  5.436468
H  -6.358163  12.617753  7.466094
H  -6.933468  13.897348  9.498534
H  -6.590794  12.875897  11.744494
H  -5.621682  10.585951  11.912104
H  -4.889464  9.381008  9.872527
H  -7.098727  10.856503  6.290162
H  -8.810221  9.405165  7.257783
H  -7.628847  8.528005  8.234538
H  -8.001118  10.236686  8.538366
H  -7.811208  8.678472  5.277890
H  -6.210393  9.148291  4.783507
H  -6.447932  7.876965  6.026070
H  -3.604320  8.848152  8.091322
H  -5.500025  7.898664  8.135500
C  -2.443900  9.193551  -0.065567
O  -3.683989  9.126250  0.697452
C  -3.628063  8.617422  1.957697
C  -4.779610  7.983760  2.445976
C  -4.717590  7.247688  3.608888
C  -3.544183  7.195526  4.367881
C  -3.657944  6.775472  5.834916
C  -2.345428  6.593811  6.563049
C  -2.344378  5.400437  7.294006
C  -1.269036  5.019539  8.101868
C  -0.111786  5.800167  8.089908
C  -0.090240  6.995929  7.349639
C  -1.216539  7.406638  6.618675
C  -3.593636  4.696443  7.032632
C  -4.363802  5.445284  6.129719
C  -5.594287  4.937119  5.732194
C  -6.033914  3.701555  6.243679
C  -5.256499  2.973916  7.153747
C  -4.026827  3.476175  7.560451
C  -2.387645  7.774879  3.849399
C  -2.419845  8.546051  2.701435
H  -2.804698  9.523667  -1.046805
H  -1.738620  9.930694  0.361246
H  -1.953878  8.198752  -0.144070
H  -5.710435  8.085516  1.895205
H  -5.583685  6.689798  3.910316
H  -1.370545  4.123290  8.713320
H  0.787184  5.461957  8.610368
H  0.810121  7.620785  7.356444
H  -1.211285  8.380442  6.141473
H  -6.267486  5.479296  5.084279
H  -7.010845  3.323812  5.950079
H  -5.595296  1.994169  7.489337
H  -3.397011  2.946656  8.267903
H  -1.432330  7.571948  4.325207
H  -1.506283  9.022548  2.356008

Cartesian forces, eV/Å:
C -0.0914 0.2366 -0.1962
C 0.6789 0.1944 -0.4253
N 0.4264 0.7800 0.0010
C -0.0084 -0.0217 0.2710
C -0.3935 0.8010 0.2517
C 0.2321 -0.2454 -0.4140
C 0.3143 -0.2915 0.1602
C 0.1610 -0.0044 -0.3740
C -0.3016 0.0058 0.4368
C -0.9463 -0.5521 -0.4864
C -0.8388 0.0774 0.5558
C -0.0662 -0.4529 -1.0943
B -0.4677 0.0080 0.0387
H -0.8851 1.0856 0.8783
H -0.1433 -0.1654 0.3376
H 0.1183 -0.2040 0.1173
H 0.0297 0.2349 -0.2060
H 0.2060 -0.5942 0.2292
H -0.1386 -0.0205 0.2541
H 0.0509 0.0070 0.1030
H 0.0838 -0.2488 -0.0333
H -0.0417 -0.1834 -0.2510
H 0.0742 0.1257 -0.0912
H -0.1574 0.2281 0.2223
H 0.1916 -0.1698 0.3369
H 0.2669 -0.1009 -0.0124
H 0.0380 0.1108 -0.1073
H 0.1132 0.0090 0.1564
H 0.2940 0.2005 0.2940
H 0.0412 -0.1533 0.2450
H 0.0370 0.2038 -0.0095
H -0.0860 -0.1405 -0.1454
H 0.3484 0.1448 -0.0926
C -0.5896 0.0685 0.2185
O 0.5633 0.1684 0.0947
C 1.0879 -0.4572 0.0530
C 0.2217 0.3198 -0.4111
C 0.4339 0.4535 0.0551
C -0.2516 0.0094 0.1182
C 1.2328 -1.9501 -1.4695
C 0.6302 -0.0176 0.5080
C 0.4062 0.1731 0.2053
C -0.1748 0.1867 -0.3133
C -0.1247 0.1350 -0.3434
C -0.1372 -0.1822 0.1255
C 0.1424 0.1184 0.5850
C -0.4089 -0.4094 0.2391
C -0.1910 -0.0822 0.4006
C -0.3035 -0.4001 0.5228
C 0.2638 0.2696 0.0925
C -0.0950 0.0674 -0.4424
C 0.0831 0.4420 -0.3354
C -0.0878 -0.0440 0.2863
C -0.8070 -0.2661 -0.8559
H 0.4331 -0.0886 0.2388
H -0.3789 -0.3065 -0.2489
H -0.3974 0.5511 0.1689
H 0.2138 -0.2329 -0.1383
H -0.2088 0.1985 0.1549
H 0.3040 0.1418 -0.1999
H -0.3673 0.2307 -0.0115
H -0.4082 -0.2696 -0.0154
H 0.1104 -0.0951 0.0205
H 0.0149 -0.0764 -0.0163
H 0.2296 0.0357 -0.0240
H 0.0213 0.3243 0.0591
H -0.1177 -0.0556 -0.0973
H -0.2746 0.3537 -0.0636
H -0.2082 -0.2187 -0.1109

As for the charge: +1. The value obtained for the LUMO energy is -3.408 eV. The orbital gap comes out at 7.1 eV. The HOMO energy comes out at -10.5 eV.